A 2-piece molecular cluster, C4H10N2O2S overall, computed with ωB97M-V with the def2-TZVPD basis set.

```
! RIJCOSX wB97M-V def2-TZVPD def2/J DEFGRID3
* xyz 0 1
C 2.294 -1.059 -0.435
C 1.379 -1.597 -1.195
C 0.332 1.840 -1.199
C -0.731 0.387 0.432
N -3.265 0.698 0.845
N -0.485 0.878 -0.900
O -2.247 -1.565 1.389
O -2.383 -0.799 -1.006
S -2.176 -0.536 0.381
H 2.598 -0.015 -0.576
H 2.676 -1.636 0.396
H 0.936 -0.957 -1.974
H 0.570 1.588 -2.243
H 0.877 2.421 -0.429
H 0.934 -2.676 -0.987
H -0.408 0.987 1.185
H -3.522 0.481 1.873
H -4.163 0.686 0.270
H -1.106 0.318 -1.507
*
```

For the highest occupied orbital energy (alpha / beta), the calculation gives -7.76 / -7.76 eV. The orbital gap (alpha / beta) comes out at 8.05 / 8.05 eV.

A 2-piece molecular cluster, C4H10N2O3 overall, computed with ωB97M-V with the def2-TZVPD basis set.

```
! RIJCOSX wB97M-V def2-TZVPD def2/J DEFGRID3
* xyz 0 1
C 0.950 -1.687 -0.629
N -0.271 -0.907 -0.671
C -1.492 -1.578 -0.266
C -0.231 0.388 -1.183
O 0.714 0.917 -1.744
O -1.449 0.972 -1.239
H 0.884 -2.499 -1.359
H 1.062 -2.113 0.373
H 1.825 -1.074 -0.856
H -2.358 -0.913 -0.270
H -1.683 -2.417 -0.941
H -1.354 -1.961 0.750
H -1.256 1.815 -1.693
N 0.404 2.442 1.677
C 1.087 1.284 1.433
O 0.725 0.191 1.871
H 0.877 3.335 1.665
H -0.507 2.357 2.107
H 2.074 1.448 0.974
*
```

Its SMILES is CN(C)C(=O)O.NC=O. For the highest occupied orbital energy, the calculation gives -9.01 eV. The orbital gap comes out at 9.80 eV.

A 2-piece molecular cluster, C4H10N2O3 overall, computed with ωB97M-V with the def2-TZVPD basis set.

```
! RIJCOSX wB97M-V def2-TZVPD def2/J DEFGRID3
* xyz 0 1
N -0.658 0.726 1.719
C -0.813 -0.696 1.341
C 0.535 -1.274 0.777
N 1.696 -0.845 1.247
O 0.446 -2.082 -0.132
H -0.365 1.259 0.889
H -1.561 0.958 2.072
H -1.633 -0.737 0.676
H -1.036 -1.315 2.303
H 2.483 -1.480 1.155
H 1.495 -0.162 1.923
C -0.820 0.475 -2.123
C 0.501 0.600 -2.385
O 1.029 1.787 -2.917
O 1.371 -0.374 -2.209
H -1.479 1.209 -2.420
H -1.301 -0.433 -1.701
H 1.952 1.498 -3.190
H 0.814 -0.998 -1.703
*
```

Its SMILES is NCC(N)=O.C=C(O)O. For the highest occupied orbital energy, the calculation gives -8.39 eV. The orbital gap comes out at 9.16 eV.

Ordered max |F| results: 5.605 2.540 3.084; unit eV/Å.
Ordered E results: -816.4207 -493.6747 -493.6198; unit Eh.
Ordered energy above the lowest of the compared OMol25 structures with the same formula, charge and spin results: 3.9390 0.2837 1.7763; unit eV.